1.
C22H24ClN3O2 | ωB97M-V/def2-TZVPD

The energy relative to the best compared isomer or geometry (same formula, charge and spin) is 77.7 kJ/mol. As for the net charge: 0. The SMILES is COCCN(Cc1cc2cc(C)c(C)cc2nc1Cl)C(=O)Nc1ccccc1. The HOMO energy is -0.2964 Eh. The value obtained for the frontier orbital gap is 8.15 eV. Its total energy is -44292.629 eV. The largest force on an atom comes out at 0.8 eV/Å.

Element x y z (Å)
C  -1.48406  -2.02163  -1.21366
H  -1.45267  -0.99105  -1.57836
O  -1.64675  -2.07357  0.18901
C  -0.60450  -1.47491  0.93943
C  -1.11493  -0.28499  1.77310
N  -1.41558  0.90414  1.01047
C  -2.66652  1.21013  0.50513
O  -2.95318  2.34360  0.17759
N  -3.49679  0.12786  0.41344
C  -4.82744  0.10094  -0.00054
C  -5.58940  1.24603  -0.21285
C  -6.91172  1.12909  -0.60010
C  -7.49235  -0.11496  -0.77810
C  -6.73604  -1.25595  -0.56593
C  -5.41451  -1.15188  -0.17973
H  -4.82409  -2.04248  -0.01174
H  -7.17782  -2.23267  -0.70154
H  -8.52580  -0.19677  -1.08008
H  -7.49446  2.02379  -0.76370
H  -5.13854  2.21509  -0.08181
H  -3.07295  -0.78994  0.50309
C  -0.41652  1.95577  1.01430
C  0.85501  1.49262  0.36544
C  2.00317  1.27309  1.08369
C  3.16352  0.78259  0.45175
C  4.37395  0.53030  1.12129
C  5.47044  0.03958  0.45974
C  5.39056  -0.22267  -0.93325
C  4.21908  0.01654  -1.60537
C  3.08752  0.52065  -0.94102
N  1.95763  0.74612  -1.64140
C  0.91655  1.20854  -1.02264
Cl  -0.48165  1.48898  -1.99623
H  4.13549  -0.17302  -2.66412
C  6.58395  -0.75639  -1.66144
H  6.35409  -0.90952  -2.71210
H  7.42007  -0.06216  -1.58640
H  6.90308  -1.70559  -1.23269
C  6.74667  -0.22039  1.19744
H  6.64322  0.03767  2.24807
H  7.02476  -1.27114  1.12419
H  7.56044  0.36716  0.77450
H  4.42730  0.73282  2.18224
H  2.02782  1.47736  2.14612
H  -0.20785  2.27886  2.04263
H  -0.85361  2.79411  0.46377
H  -0.33618  -0.02995  2.49798
H  -2.00110  -0.60591  2.33071
H  0.20749  -1.15194  0.28204
H  -0.21437  -2.23467  1.62847
H  -2.34888  -2.52872  -1.63784
H  -0.57151  -2.54060  -1.52299

For reference, the natural (NBO) charges in units of e are: atom 1 (C): -0.258, atom 2 (H): 0.187, atom 3 (O): -0.567, atom 4 (C): -0.073, atom 5 (C): -0.246, atom 6 (N): -0.468, atom 7 (C): 0.808, atom 8 (O): -0.656, atom 9 (N): -0.666, atom 10 (C): 0.247, atom 11 (C): -0.277, atom 12 (C): -0.187, atom 13 (C): -0.245, atom 14 (C): -0.195, atom 15 (C): -0.280, atom 16 (H): 0.207, atom 17 (H): 0.211, atom 18 (H): 0.210, atom 19 (H): 0.212, atom 20 (H): 0.254, atom 21 (H): 0.424, atom 22 (C): -0.245, atom 23 (C): -0.103, atom 24 (C): -0.133, atom 25 (C): -0.116, atom 26 (C): -0.178, atom 27 (C): -0.007, atom 28 (C): 0.001, atom 29 (C): -0.209, atom 30 (C): 0.226, atom 31 (N): -0.440, atom 32 (C): 0.211, atom 33 (Cl): 0.023, atom 34 (H): 0.221, atom 35 (C): -0.632, atom 36 (H): 0.222, atom 37 (H): 0.220, atom 38 (H): 0.219, atom 39 (C): -0.630, atom 40 (H): 0.218, atom 41 (H): 0.219, atom 42 (H): 0.220, atom 43 (H): 0.205, atom 44 (H): 0.213, atom 45 (H): 0.192, atom 46 (H): 0.273, atom 47 (H): 0.208, atom 48 (H): 0.217, atom 49 (H): 0.184, atom 50 (H): 0.184, atom 51 (H): 0.196, atom 52 (H): 0.176

***

2.
C7H7NaO8 | ωB97M-V/def2-TZVPD

As for the net charge: 0. The HOMO energy is -0.2230 Eh. The value obtained for the frontier orbital gap is 3.82 eV. Its total energy is -28161.740 eV. The largest force on an atom comes out at 9.1 eV/Å.

Element x y z (Å)
O  -1.66815  0.49694  1.23408
O  -3.15586  2.02667  1.19784
O  -1.74144  1.61078  -0.97921
C  -2.37115  0.40634  2.41576
C  -3.15766  1.48074  2.46681
C  -2.12899  1.52271  0.52901
H  -2.21715  -0.46697  3.03679
H  -3.72056  1.96606  3.25454
O  3.41634  -3.92679  0.94591
C  2.93593  -2.78777  1.06886
O  2.81590  -2.08433  2.08581
O  2.44019  -2.26929  -0.12787
O  0.85851  0.67015  -1.43536
C  -0.08696  1.10053  -2.21859
O  -0.10396  0.42613  -3.33851
C  1.34799  -0.68821  -1.47871
C  1.87736  -0.98169  -0.08850
H  -0.67288  0.87062  -3.98010
H  2.11150  -0.72955  -2.26369
H  0.55856  -1.40658  -1.73221
H  1.04180  -0.93694  0.62778
H  2.62354  -0.23647  0.22476
Na  -1.00285  3.93691  -1.44521

For reference, the natural (NBO) charges in units of e are: atom 1 (O): -0.384, atom 2 (O): -0.414, atom 3 (O): -0.775, atom 4 (C): 0.080, atom 5 (C): 0.030, atom 6 (C): 0.921, atom 7 (H): 0.264, atom 8 (H): 0.247, atom 9 (O): -0.760, atom 10 (C): 0.941, atom 11 (O): -0.807, atom 12 (O): -0.576, atom 13 (O): -0.517, atom 14 (C): 0.445, atom 15 (O): -0.686, atom 16 (C): -0.111, atom 17 (C): -0.069, atom 18 (H): 0.501, atom 19 (H): 0.194, atom 20 (H): 0.193, atom 21 (H): 0.166, atom 22 (H): 0.178, atom 23 (Na): 0.940